No. 1
Entry from the Open Molecules 2025 dataset: a structure of composition C30H30HfN4O7S2 (ωB97M-V/def2-TZVPD).

XYZ file:
```
74
Properties=species:S:1:pos:R:3:lowdin_charge:R:1
Hf -0.620 -0.582 0.015 1.590
C 3.337 -0.631 2.799 -0.056
O 3.437 0.548 2.008 -0.098
C 2.473 1.485 2.272 -0.241
C 2.820 2.682 2.860 0.013
C 1.866 3.672 3.097 -0.073
C 0.555 3.443 2.752 -0.052
C 0.177 2.247 2.123 -0.154
C -1.214 2.036 1.822 -0.040
N -1.663 1.061 1.115 -0.109
N -3.044 0.903 1.065 0.088
C -3.309 -0.359 0.918 -0.475
O -2.380 -1.291 0.892 -0.213
C -4.712 -0.794 0.753 -0.152
C -4.973 -2.072 0.270 -0.016
C -6.282 -2.487 0.080 -0.075
C -7.332 -1.632 0.379 -0.086
C -7.073 -0.355 0.862 -0.079
C -5.768 0.067 1.045 -0.026
C 1.145 1.256 1.858 -0.251
O 0.842 0.124 1.251 -0.196
H 4.089 -1.320 2.419 0.094
H 2.347 -1.084 2.711 0.077
H 3.545 -0.406 3.849 0.096
H 3.858 2.832 3.128 0.127
H 2.158 4.604 3.558 0.105
H -0.203 4.192 2.950 0.116
H -1.946 2.711 2.263 0.142
H -4.144 -2.723 0.026 0.115
H -6.481 -3.477 -0.307 0.103
H -8.353 -1.957 0.231 0.102
H -7.892 0.312 1.096 0.102
H -5.553 1.061 1.412 0.108
C 0.641 1.758 -5.008 -0.040
C 0.919 2.238 -3.611 -0.275
C -0.033 2.950 -2.899 -0.046
C 0.202 3.367 -1.591 -0.269
C -0.840 4.162 -0.853 -0.047
C 1.419 3.049 -1.000 -0.016
C 2.393 2.328 -1.691 -0.261
C 3.683 1.949 -1.020 -0.036
C 2.130 1.938 -2.994 -0.021
H 0.580 0.668 -5.032 0.070
H 1.432 2.062 -5.696 0.080
H -0.304 2.153 -5.380 0.077
H -0.985 3.178 -3.366 0.116
H -1.044 5.106 -1.364 0.083
H -0.511 4.400 0.159 0.060
H -1.785 3.616 -0.792 0.075
H 1.630 3.391 0.009 0.105
H 3.618 0.948 -0.587 0.076
H 3.925 2.637 -0.209 0.076
H 4.512 1.947 -1.728 0.080
H 2.875 1.368 -3.539 0.126
N 4.315 -5.183 -0.206 0.179
C 3.676 -3.987 -0.209 -0.492
O 4.207 -2.965 -0.586 0.080
C 2.254 -3.977 0.286 -0.086
C 1.512 -5.096 0.646 0.012
C 0.211 -4.939 1.099 -0.018
C -0.327 -3.667 1.151 -0.092
N 0.381 -2.590 0.803 -0.024
C 1.639 -2.738 0.386 -0.058
H 5.271 -5.196 -0.518 0.117
H 3.925 -6.015 0.192 0.086
H 1.920 -6.095 0.564 0.113
H -0.391 -5.790 1.381 0.114
H -1.352 -3.487 1.448 0.117
H 2.181 -1.846 0.093 0.124
O -0.369 -1.632 -3.871 -0.304
S -0.653 -1.252 -2.530 0.125
O -0.981 -2.332 -1.548 -0.474
O 0.524 -0.584 -1.788 -0.510
S -2.106 0.095 -2.171 0.395
```

Lowest unoccupied orbital energy: -0.524 eV
Electronic energy: -2751.5401 a.u.



No. 2
Entry from the Open Molecules 2025 dataset: a structure of composition C3H9NO2 (ωB97M-V/def2-TZVPD).

XYZ file:
```
15
Properties=species:S:1:pos:R:3:nbo_charge:R:1
C -0.693 1.156 -0.500 -0.153
C 1.369 -0.213 -1.637 -0.259
O 1.100 0.636 -0.535 -0.601
H 0.893 -1.192 -1.506 0.184
H 1.006 0.241 -2.564 0.175
H -0.689 1.921 0.263 0.215
H -0.506 1.566 -1.486 0.167
H -1.524 0.462 -0.506 0.214
H 2.450 -0.349 -1.717 0.200
C -1.371 -0.938 2.074 -0.220
O 0.802 -0.645 1.479 -0.617
N -0.481 -0.361 1.373 -0.138
H 1.166 -0.027 0.471 0.497
H -1.118 -1.541 2.943 0.166
H -2.404 -0.715 1.847 0.171
```

Lowest unoccupied orbital energy: 0.255 eV
Electronic energy: -324.7416 a.u.



No. 3
Entry from the Open Molecules 2025 dataset: a cluster of 2 separate species, C3H4F3NO2 in total (ωB97M-V/def2-TZVPD).

XYZ file:
```
13
Properties=species:S:1:pos:R:3:nbo_charge:R:1
C -0.984 0.474 -1.150 0.787
C -0.429 0.432 0.332 -0.390
C 1.301 -0.920 2.354 1.122
N 0.902 0.003 0.260 -0.701
O -2.014 1.054 -1.375 -0.583
O -0.243 -0.142 -2.050 -0.664
F 0.695 -0.144 3.202 -0.293
F 2.606 -0.884 2.409 -0.285
F 0.711 -2.094 2.322 -0.291
H -1.278 -0.217 0.707 0.231
H -0.661 1.376 0.646 0.209
H 1.484 0.818 0.384 0.349
H 0.361 -0.735 -1.601 0.510
```

Lowest unoccupied orbital energy (alpha / beta): -0.805 / -0.494 eV
Electronic energy: -621.4404 a.u.



No. 4
Entry from the Open Molecules 2025 dataset: a structure of composition C19H25N7O4V (ωB97M-V/def2-TZVPD).

XYZ file:
```
56
Properties=species:S:1:pos:R:3:nbo_charge:R:1
V 0.386 0.296 -0.022 1.223
C 1.280 4.457 0.456 -0.665
C 1.590 2.997 0.262 0.457
O 0.591 2.198 0.503 -0.800
C 2.849 2.605 -0.104 -0.447
C 3.310 1.249 -0.204 0.321
C 4.784 1.000 -0.344 -0.667
N 2.479 0.251 -0.137 -0.429
N 3.053 -1.025 -0.104 -0.439
C 2.130 -1.931 0.043 0.529
O 0.860 -1.704 0.125 -0.798
C 2.583 -3.348 0.169 -0.022
C 1.646 -4.347 0.410 -0.213
C 2.044 -5.671 0.537 -0.223
C 3.384 -6.008 0.420 -0.216
C 4.325 -5.014 0.176 -0.221
C 3.928 -3.693 0.052 -0.200
H 0.970 4.628 1.490 0.213
H 0.442 4.736 -0.188 0.224
H 2.133 5.093 0.231 0.214
H 3.585 3.384 -0.243 0.206
H 5.324 1.938 -0.453 0.207
H 4.977 0.358 -1.203 0.239
H 5.157 0.465 0.530 0.239
H 0.605 -4.065 0.493 0.225
H 1.306 -6.441 0.725 0.205
H 3.697 -7.040 0.517 0.207
H 5.372 -5.273 0.082 0.208
H 4.649 -2.909 -0.136 0.235
C -4.211 4.353 -1.798 -0.408
N -3.556 4.189 -0.515 -0.642
C -2.556 3.256 -0.390 0.776
N -2.120 3.029 0.905 -0.873
O -2.071 2.681 -1.349 -0.658
H -4.782 5.280 -1.790 0.197
H -4.880 3.522 -2.039 0.181
H -3.454 4.411 -2.575 0.227
H -4.095 4.394 0.308 0.381
H -2.226 3.808 1.538 0.369
H -1.162 2.677 0.882 0.430
C -3.300 -1.692 -2.251 -0.403
N -3.005 -1.344 -0.864 -0.388
C -3.777 -1.752 0.170 0.116
C -3.461 -1.470 1.451 -0.370
C -2.290 -0.685 1.670 0.486
N -1.584 -0.218 0.666 -0.597
C -1.863 -0.612 -0.610 0.781
O -1.073 -0.318 -1.511 -0.611
N -1.909 -0.344 2.916 -0.748
H -3.990 -2.532 -2.263 0.205
H -2.373 -1.966 -2.748 0.248
H -3.736 -0.840 -2.769 0.221
H -4.651 -2.331 -0.094 0.220
H -4.072 -1.814 2.269 0.234
H -2.272 -0.873 3.689 0.397
H -0.969 0.004 3.019 0.414
```

Spin multiplicity: 4
Lowest unoccupied orbital energy (alpha / beta): 0.131 / 0.079 eV
Electronic energy: -2367.4133 a.u.



Q: What is the formula in the fourth record?
A: C19H25N7O4V